16
Properties=species:S:1:pos:R:3:forces:R:3:lowdin_charge:R:1 method="wB97M-V/def2-TZVPD" energy_ha=-971.1418 charge=+1 max_force_ha_per_bohr=0.0059
C 1.00129 -1.05152 0.87883 -0.2410 -0.1303 0.1217 -0.543
S 2.10872 -2.37908 1.42511 0.0899 0.0834 -0.0220 0.394
S 0.79292 -3.92085 1.62086 -0.0799 -0.1558 -0.0010 0.332
H 0.31574 -1.49426 0.14924 0.0431 0.0201 -0.0583 0.008
H 1.59631 -0.26074 0.42052 0.1297 -0.0271 0.0437 0.021
H 0.43484 -0.66070 1.72622 0.0249 0.0697 -0.0488 0.040
H 0.41778 -3.75276 2.90231 0.0643 0.0735 -0.0137 -0.180
C 0.27127 1.85246 -1.37398 -0.1908 -0.1349 0.1185 0.018
C -2.03082 1.37182 -0.70781 -0.1156 -0.0003 0.0305 0.193
N -0.81115 1.03764 -0.79929 -0.1803 -0.0102 -0.0486 0.010
H 0.74070 1.29661 -2.18363 -0.0068 0.0250 0.0507 0.117
H 0.98574 2.05079 -0.58038 0.1180 -0.0031 -0.0217 0.107
H -0.15263 2.78410 -1.73137 0.0059 0.0425 -0.0843 0.105
H -2.38412 2.32237 -1.09356 0.1208 -0.0031 0.0190 0.132
H -2.71986 0.68658 -0.22885 -0.0504 0.0111 -0.0585 0.132
H -0.56674 0.11754 -0.42423 0.2685 0.1395 -0.0270 0.114